# 1
Molecular formula: C3H11NO3
Method: DFT, ωB97M-V/def2-TZVPD

HOMO energy = -8.932 eV
LUMO energy = 0.033 Ha
Kohn-Sham gap = 9.822 eV
ΔE to the lowest compared entry with this formula, charge and spin = 68.3 kcal/mol

The geometry in XYZ format:
```
18
Properties=species:S:1:pos:R:3:forces:R:3:nbo_charge:R:1
O -1.082063 -0.047016 -0.944292 0.41 -1.68 0.78 -0.73
C -0.352636 -1.250332 -0.468605 1.47 0.63 -3.45 -0.05
C 1.182311 -0.914285 -0.129721 -1.11 -1.86 -1.38 -0.26
N 1.219696 0.115539 0.887464 -0.27 0.19 0.39 -0.69
C 1.875843 1.332585 0.392086 0.55 -0.52 -1.12 0.13
O 2.159056 2.378455 1.300042 0.24 -0.75 -0.81 -0.71
H -0.477564 0.678712 -1.088390 0.38 0.06 0.13 0.46
H -0.467426 -2.028673 -1.342807 0.56 1.30 1.65 0.16
H -0.812501 -1.654027 0.370427 -1.14 -0.37 1.58 0.17
H 1.562226 -0.574600 -1.146017 0.14 -0.16 1.37 0.19
H 1.785683 -1.896246 0.179660 -1.36 2.02 -0.72 0.20
H 1.505149 -0.306770 1.772835 0.40 0.86 -0.41 0.38
H 1.248026 1.729878 -0.473535 0.54 -0.36 1.08 0.13
H 2.830458 0.975160 -0.065929 -0.19 0.83 0.24 0.14
H 1.677992 2.255375 2.106003 -0.64 -0.14 0.62 0.48
O -4.330678 -0.450592 -0.199440 0.27 0.00 -0.03 -0.92
H -5.273670 -0.444992 -0.180588 -1.31 -0.49 0.72 0.45
H -4.249904 0.101822 -0.969195 1.06 0.44 -0.64 0.46
```
Positions in Å, forces in eV/Å.

***

# 2
Molecular formula: C3H11NO3
Method: DFT, ωB97M-V/def2-TZVPD

HOMO energy = -9.782 eV
LUMO energy = 0.025 Ha
Kohn-Sham gap = 10.463 eV
ΔE to the lowest compared entry with this formula, charge and spin = 39.1 kcal/mol

The geometry in XYZ format:
```
18
Properties=species:S:1:pos:R:3:forces:R:3:nbo_charge:R:1
C -1.921721 -2.158891 -1.332313 1.81 -1.67 0.21 -0.65
C -1.133752 -1.988279 -0.020257 -1.35 -1.82 0.75 -0.22
N -0.828404 -0.638084 0.384529 -0.81 -1.19 -0.27 -0.64
C -1.698647 0.385757 0.259328 1.11 1.85 -0.09 0.52
O -1.294185 1.549501 0.301862 -0.72 -0.37 0.15 -0.64
H -1.726976 -3.200671 -1.648326 0.18 0.17 0.18 0.22
H -1.338629 -1.603487 -2.069389 -1.18 0.55 -0.41 0.23
H -3.001754 -2.230115 -1.266184 -0.13 1.36 -0.17 0.23
H -1.679025 -2.551267 0.757962 -0.21 0.42 0.10 0.17
H -0.253601 -2.635475 -0.081139 0.46 0.86 -0.23 0.21
H -0.045359 -0.515823 1.005636 0.40 0.53 -0.41 0.44
H -2.772923 0.245525 0.105227 0.04 -0.77 -0.23 0.14
O 1.234184 1.160861 1.119818 1.38 -0.79 -0.81 -1.00
H 0.642780 1.501142 0.415199 -0.30 0.17 1.50 0.52
H 1.001732 1.353512 2.027010 -0.65 0.66 -0.34 0.48
O 4.458279 1.521710 -0.768765 0.24 -0.69 0.51 -0.93
H 3.637861 1.041131 -0.658691 -0.89 0.27 -0.34 0.47
H 4.960401 0.987643 -0.138201 0.61 0.45 -0.11 0.46
```
Positions in Å, forces in eV/Å.

***

# 3
Molecular formula: C3H11NO3
Method: DFT, ωB97M-V/def2-TZVPD

HOMO energy = -10.200 eV
LUMO energy = 0.031 Ha
Kohn-Sham gap = 11.052 eV
ΔE to the lowest compared entry with this formula, charge and spin = 41.9 kcal/mol

The geometry in XYZ format:
```
18
Properties=species:S:1:pos:R:3:forces:R:3:nbo_charge:R:1
C 2.341058 -0.264234 0.069670 -1.22 0.87 -1.81 -0.64
C 1.434175 -0.335518 1.292171 0.06 -1.65 0.93 -0.23
N -0.004078 -0.298754 0.837617 0.69 2.99 2.28 -0.63
C -0.737282 0.847830 1.110510 1.16 -0.75 -0.38 0.53
O -1.809654 1.054131 0.607345 -2.13 0.17 -0.94 -0.67
H 3.289138 0.254333 0.248111 -0.23 -0.22 -0.10 0.22
H 1.722238 0.284132 -0.746672 1.37 -0.42 1.28 0.22
H 2.504881 -1.236608 -0.406619 0.22 0.02 0.41 0.22
H 1.592708 -1.358915 1.835936 -0.26 1.93 -0.78 0.20
H 1.725236 0.490202 2.054708 -1.19 -1.26 -1.37 0.22
H -0.370003 -0.771055 0.017856 0.40 -0.45 0.29 0.42
H -0.427816 1.722490 1.703654 1.26 -0.94 0.60 0.15
O -2.445676 -1.201044 -0.704632 -0.89 -2.47 0.06 -0.99
H -1.822845 -1.312049 -1.421288 0.00 0.93 -0.07 0.48
H -2.520655 -0.360899 -0.266482 0.61 0.95 -0.13 0.50
O -1.134408 0.812707 -2.179060 0.25 -0.38 -6.26 -0.95
H -1.363761 0.869775 -1.321911 -1.68 0.62 4.65 0.47
H -1.973253 0.803483 -2.730919 1.58 0.06 1.34 0.48
```
Positions in Å, forces in eV/Å.

***

# 4
Molecular formula: C3H11NO3
Method: DFT, ωB97M-V/def2-TZVPD

HOMO energy = -9.955 eV
LUMO energy = 0.023 Ha
Kohn-Sham gap = 10.581 eV
ΔE to the lowest compared entry with this formula, charge and spin = 39.0 kcal/mol

The geometry in XYZ format:
```
18
Properties=species:S:1:pos:R:3:forces:R:3:nbo_charge:R:1
N -1.110083 -0.002130 -0.342525 -0.23 -0.08 -0.02 -0.86
C -0.141251 -0.700948 0.500348 -0.22 0.34 -0.56 -0.10
C 1.037429 -1.228951 -0.341483 0.28 1.07 0.59 -0.06
O 1.430299 -0.374449 -1.397950 0.02 0.10 -0.03 -0.70
C 0.266960 0.286553 1.591380 -0.65 0.45 -0.06 -0.08
O -0.817452 0.480608 2.527823 0.83 -0.90 -0.19 -0.71
H -1.644252 -0.620315 -0.941895 0.06 -0.05 0.08 0.37
H -1.756156 0.530679 0.228630 -0.07 -0.20 0.09 0.38
H -0.542429 -1.582530 1.020035 -0.17 -0.05 0.04 0.17
H 0.826717 -2.182711 -0.803369 -0.08 -0.27 0.07 0.19
H 1.861784 -1.293856 0.381393 0.12 -0.62 -0.18 0.16
H 1.521527 0.515059 -1.040761 -0.02 -0.01 -0.05 0.46
H 0.373123 1.296801 1.191685 0.51 -0.16 -0.26 0.19
H 1.187523 -0.058113 2.067972 -0.03 0.16 0.24 0.17
H -0.879105 -0.385381 2.952466 -0.43 0.27 0.28 0.46
O -0.710240 1.960106 -2.827619 -0.29 0.24 -0.13 -0.95
H 0.230661 1.880675 -2.659916 0.02 -0.17 0.02 0.46
H -1.135054 1.478904 -2.106214 0.35 -0.11 0.08 0.48
```
Positions in Å, forces in eV/Å.

***

# 5
Molecular formula: C3H11NO3
Method: DFT, ωB97M-V/def2-TZVPD

HOMO energy = -9.379 eV
LUMO energy = 0.020 Ha
Kohn-Sham gap = 9.913 eV
ΔE to the lowest compared entry with this formula, charge and spin = 21.7 kcal/mol

The geometry in XYZ format:
```
18
Properties=species:S:1:pos:R:3:forces:R:3:nbo_charge:R:1
C -0.711687 0.627945 0.819264 -0.18 -0.31 -0.67 -0.42
N -0.125816 1.889247 0.418081 0.23 0.15 -0.46 -0.63
C 0.923476 2.069982 -0.455323 -0.47 0.08 0.34 0.68
C 1.335774 0.846211 -1.211850 0.53 -1.13 0.00 -0.73
O 1.418523 3.169174 -0.605925 0.03 -0.02 -0.20 -0.61
H -1.513664 0.831232 1.530051 0.33 -0.17 0.16 0.21
H 0.055495 -0.046239 1.206594 -0.18 0.17 0.49 0.20
H -1.166833 0.062120 -0.010838 -0.01 0.36 0.00 0.19
H -0.565874 2.756177 0.678251 0.05 -0.06 0.29 0.40
H 2.321885 0.922576 -1.671097 -0.16 0.43 0.07 0.24
H 1.384959 -0.040929 -0.560445 -0.11 0.30 -0.11 0.22
H 0.613829 0.603054 -1.997778 -0.04 0.18 0.11 0.24
O -4.415497 -1.961431 -1.533459 0.09 0.36 -0.35 -0.95
H -4.402335 -2.833378 -1.132699 -0.13 0.18 0.33 0.47
H -4.692960 -1.298963 -0.887193 0.05 -0.54 0.02 0.47
O 2.969131 -2.246300 1.957179 0.07 0.06 0.01 -0.94
H 3.927116 -2.353876 2.006971 -0.21 -0.03 -0.05 0.47
H 2.644477 -2.996602 1.450215 0.11 -0.02 0.02 0.47
```
Positions in Å, forces in eV/Å.

***

# 6
Molecular formula: C3H11NO3
Method: DFT, ωB97M-V/def2-TZVPD

HOMO energy = -9.955 eV
LUMO energy = 0.025 Ha
Kohn-Sham gap = 10.638 eV
ΔE to the lowest compared entry with this formula, charge and spin = 15.6 kcal/mol

The geometry in XYZ format:
```
18
Properties=species:S:1:pos:R:3:forces:R:3:nbo_charge:R:1
C 0.599878 -1.150402 -0.407466 0.51 0.44 -0.26 -0.42
N 1.195151 0.149535 -0.085607 -0.29 -0.14 0.08 -0.40
C 2.595963 0.128093 0.194843 0.68 -0.61 0.02 -0.40
C 0.502766 1.275626 0.050863 -1.23 0.48 -0.40 0.55
O -0.714041 1.407612 -0.111905 0.37 -0.28 0.18 -0.71
H 1.236360 -1.604297 -1.167456 -0.07 -0.06 -0.10 0.19
H -0.389747 -1.007534 -0.803747 -0.36 0.01 0.01 0.24
H 0.582728 -1.811753 0.453190 -0.15 0.08 0.22 0.22
H 3.106935 -0.382157 -0.625481 0.09 0.02 0.05 0.20
H 2.774896 -0.450109 1.108539 0.19 0.19 -0.03 0.20
H 3.023627 1.122195 0.273174 -0.14 0.12 0.17 0.21
H 1.081445 2.176696 0.291560 0.37 -0.22 0.07 0.13
O -1.915735 -0.824828 1.560961 -0.24 0.26 -0.43 -0.96
H -2.668607 -0.900080 0.950403 0.09 -0.17 0.27 0.49
H -1.541460 0.008998 1.236333 0.11 -0.08 0.23 0.47
O -3.220573 0.249584 -0.850589 0.12 0.34 -0.12 -0.98
H -2.443338 0.814620 -0.682767 -0.08 -0.22 -0.06 0.50
H -3.806240 0.798209 -1.384854 0.01 -0.16 0.11 0.47
```
Positions in Å, forces in eV/Å.

***

# 7
Molecular formula: C3H11NO3
Method: DFT, ωB97M-V/def2-TZVPD

HOMO energy = -9.600 eV
LUMO energy = 0.029 Ha
Kohn-Sham gap = 10.382 eV
ΔE to the lowest compared entry with this formula, charge and spin = 49.2 kcal/mol

The geometry in XYZ format:
```
18
Properties=species:S:1:pos:R:3:forces:R:3:nbo_charge:R:1
C -2.243135 0.307565 -0.804120 0.67 0.04 -0.20 -0.42
C -1.887942 0.044662 0.445815 0.01 -0.72 -0.13 -0.06
N -0.671033 0.446066 1.071168 -0.80 0.44 -0.17 -0.49
C -0.275044 1.622024 0.824028 0.60 -0.06 -0.11 0.02
H -1.543578 0.832009 -1.446527 -0.18 0.19 0.00 0.22
H -3.126066 -0.110985 -1.257906 -0.17 -0.04 0.14 0.21
H -2.437120 -0.692887 1.021232 -0.18 0.28 0.21 0.20
H 0.649874 1.971417 1.264613 0.17 -0.07 0.07 0.18
H -0.747770 2.299172 0.114769 -0.38 -0.01 0.19 0.17
O 0.465923 -2.096584 1.068149 0.44 -0.18 0.61 -0.96
H -0.016077 -1.292335 1.327466 -0.17 0.40 -0.28 0.50
H 1.041369 -2.203979 1.836700 -0.07 -0.44 0.03 0.47
O 0.887441 0.989185 -1.837082 0.01 -0.04 0.14 -0.99
H 0.905049 0.593358 -2.713575 0.08 -0.03 0.12 0.47
H 1.370904 0.375379 -1.239738 -0.07 0.18 -0.33 0.50
O 2.440250 -0.786641 -0.305813 0.15 0.01 -0.03 -0.97
H 2.615820 -1.391043 -1.031626 0.18 -0.07 -0.08 0.47
H 1.858162 -1.307274 0.280289 -0.29 0.09 -0.19 0.50
```
Positions in Å, forces in eV/Å.

***

# 8
Molecular formula: C3H11NO3
Method: DFT, ωB97M-V/def2-TZVPD

total charge = +1
HOMO energy (spin up / spin down) = -14.705 / -14.674 eV
LUMO energy (spin up / spin down) = -0.140 / -0.357 Ha
Kohn-Sham gap (spin up / spin down) = 10.888 / 4.964 eV
ΔE to the lowest compared entry with this formula, charge and spin = 36.4 kcal/mol
2S+1 = 2

The geometry in XYZ format:
```
18
Properties=species:S:1:pos:R:3:forces:R:3:nbo_charge:R:1
C -0.877937 1.467409 -0.138912 1.26 -0.11 1.24 -0.27
C -0.081020 0.419939 -0.892057 1.36 -0.61 -0.74 -0.59
C -0.865307 -0.632253 -1.721047 -0.56 0.61 1.48 0.46
O -0.783607 -1.810885 -1.489087 0.24 0.54 -0.43 -0.48
N -0.907878 1.144778 1.315026 -2.35 -0.97 -1.96 -0.34
H -1.920825 1.429067 -0.500727 -0.22 0.45 0.37 0.30
H -0.464545 2.490644 -0.171488 -0.43 -0.32 -0.47 0.28
H 0.542755 -0.174511 -0.211895 -0.20 0.28 0.11 0.28
H 0.696088 0.916611 -1.507568 -0.64 -0.13 -0.06 0.29
H -1.646466 -0.220915 -2.362790 -0.05 -0.10 -0.68 0.14
H -1.096793 0.144469 1.450839 0.67 -0.07 0.37 0.41
H -1.583459 1.661275 1.885572 0.66 0.60 0.28 0.42
H 2.121246 -2.698661 -0.282213 -0.15 -0.07 -0.19 0.49
H 0.626829 -2.167385 -0.369420 0.91 -0.90 0.30 0.48
O 1.347644 -2.467705 0.240326 -0.61 0.85 0.04 -0.98
H 2.045167 -0.510159 1.448351 -0.20 0.06 -0.07 0.51
H 0.987664 0.560150 1.845899 0.20 -0.08 0.71 0.45
O 1.860444 0.448131 1.461192 0.13 -0.04 -0.29 -0.84
```
Positions in Å, forces in eV/Å.